111
Properties=species:S:1:pos:R:3 method="wB97M-V/def2-TZVPD" spin_multiplicity=2 lumo_energy_ev="0.4 / 0.4" energy_ha=-5334.0991 homo_lumo_gap_ev="6.530 / 6.555" homo_ev="-6.11 / -6.13"
Co -0.425 -0.459 -0.263
S -2.336 -2.065 -0.956
P 1.918 1.105 -0.229
P -0.266 1.305 1.569
Si 2.246 -2.075 -2.782
Si -0.245 -1.276 3.274
O -3.898 0.418 1.015
O -3.589 2.733 0.315
N -3.882 1.501 -2.051
N -3.031 1.190 0.646
N -0.614 -0.036 -2.354
N -0.232 -0.255 1.890
N -1.805 0.664 -2.674
N -0.736 -4.087 0.129
N 0.743 -2.304 -0.462
N 2.414 -0.511 -0.170
N -2.883 -4.421 0.154
N -2.265 0.817 -0.471
C -3.121 4.136 3.192
C -4.311 -4.187 0.003
C -2.299 -5.545 0.703
C 4.388 2.270 -3.265
C -2.688 0.999 -1.657
C -2.840 4.371 1.915
C 1.448 -2.028 3.457
C -2.622 1.741 3.030
C -1.936 -3.528 -0.214
C 3.228 -2.686 -0.242
C 0.334 1.599 -0.004
C 3.541 2.990 -4.101
C 5.046 3.077 2.562
C 2.971 -3.848 0.355
C -0.709 -0.442 4.896
C 1.694 2.519 -2.632
C -2.072 1.923 1.659
C 5.046 1.697 2.448
C 0.621 -2.722 -3.471
C -2.444 3.256 1.002
C -0.978 -5.345 0.689
C 0.344 3.828 2.621
C 3.469 -3.455 -3.065
C 1.353 1.983 3.767
C 2.530 1.769 -1.811
C 3.186 1.802 0.908
C 4.125 1.060 1.618
C 3.882 1.656 -2.132
C 2.117 -1.832 -0.829
C 1.782 4.229 4.506
C 4.117 3.828 1.849
C -3.054 2.775 3.745
C 3.193 3.194 1.036
C -1.487 -2.649 3.058
C 1.995 2.864 4.628
C 0.623 -3.535 0.031
C 1.636 -4.369 0.431
C 2.196 3.114 -3.786
C 0.502 2.450 2.769
C 2.797 -0.703 -3.925
C 0.960 4.710 3.495
H 3.821 -0.392 -3.716
H 2.464 3.781 0.487
H 2.773 -1.127 -4.935
H 5.766 3.570 3.204
H 0.810 5.776 3.377
H -3.387 2.617 4.764
H 0.659 2.652 -2.328
H -0.256 4.224 1.811
H 3.936 3.464 -4.992
H -2.874 -6.384 1.055
H 2.660 2.481 5.392
H 4.107 4.907 1.937
H 0.266 -2.106 -4.306
H 1.646 -2.702 2.615
H 4.474 -3.205 -2.718
H -4.836 -5.066 0.369
H -3.435 4.943 3.843
H -4.605 -3.308 0.573
H 2.274 4.918 5.182
H 5.770 1.106 2.995
H -2.926 5.364 1.491
H -0.167 -2.820 -2.720
H 2.407 -0.748 0.822
H 0.167 0.504 -2.713
H 1.475 -5.363 0.799
H -2.228 0.410 -3.553
H 3.786 -4.432 0.771
H -0.452 0.614 4.969
H 5.442 2.183 -3.504
H 1.524 -2.610 4.383
H -2.626 0.737 3.430
H -0.192 -0.972 5.704
H -1.675 3.569 0.291
H -1.957 -2.897 4.015
H 4.233 -2.289 -0.331
H -3.923 1.907 -2.971
H 3.156 -4.367 -2.552
H -0.201 -5.989 1.040
H -2.275 -2.338 2.364
H -4.559 -4.016 -1.042
H -4.382 2.011 -1.334
H 2.238 -1.269 3.473
H -0.636 -0.959 -2.776
H -1.784 -0.535 5.081
H 1.540 3.695 -4.424
H 1.538 0.922 3.867
H -1.015 -3.555 2.676
H 4.540 1.094 -1.476
H 0.799 -3.724 -3.873
H 3.516 -3.656 -4.142
H 4.163 -0.017 1.519
H 2.169 0.192 -3.919


105
Properties=species:S:1:pos:R:3 method="wB97M-V/def2-TZVPD" spin_multiplicity=5 de_lowest_kj_mol=242.2 total_charge=-1 lumo_energy_ev="1.5 / 1.5" energy_ha=-4307.4863 homo_lumo_gap_ev="3.071 / 5.890" homo_ev="-1.59 / -4.41"
Te -3.594 -1.275 2.001
Cr 0.135 0.811 -2.849
S 1.127 0.992 3.625
Si -2.455 -3.173 4.464
Si -6.208 0.911 2.046
O -1.535 0.250 -3.655
O 2.040 0.708 -2.171
N 0.777 1.884 -4.537
N 3.769 0.961 3.806
N 2.736 -0.239 5.503
N 0.530 -1.291 -2.735
N 1.846 -1.639 -2.604
C 0.072 -3.683 -2.508
C 6.681 -1.044 -1.756
C 2.653 -0.512 -6.665
C 6.213 1.116 3.437
C -0.908 4.854 -3.136
C -3.283 -3.282 2.716
C -2.247 -0.788 -3.459
C -5.667 -0.818 2.669
C 4.838 0.455 -1.740
C -0.399 -2.298 -2.784
C 1.286 4.109 -5.372
C 3.331 0.376 -7.555
C 3.952 -0.669 -1.970
C -2.651 -4.900 5.198
C -8.116 0.874 1.908
C 4.492 -1.922 -2.211
C 1.554 1.406 -5.576
C -5.465 1.231 0.369
C 2.272 2.269 -6.526
C -3.723 -0.719 -3.736
C 0.667 3.223 -4.406
C 3.930 -0.397 6.083
C -5.921 2.346 3.270
C -0.803 3.105 -0.992
C -0.626 -2.676 4.181
C 5.032 0.761 4.239
C 6.179 0.247 -1.691
C -0.247 3.632 -3.290
C 3.988 -1.110 7.424
C 5.863 -2.149 -2.014
C 2.505 -0.522 -2.207
C 2.072 3.680 -6.416
C -1.405 4.298 -0.839
C 2.609 0.580 4.446
C 5.129 0.170 5.492
C 1.743 0.019 -5.772
C -1.770 -2.012 -3.060
C -3.273 -1.835 5.588
C 3.126 1.724 -7.480
C -0.356 2.740 -2.252
C -1.389 5.233 -1.902
H 4.385 1.441 -1.598
H 1.139 -0.612 -5.176
H 6.840 1.110 -1.628
H -4.374 1.199 0.444
H -4.324 -1.746 5.310
H -5.795 2.198 0.007
H -0.678 -4.417 -2.761
H 1.024 -3.929 -3.020
H 3.644 -0.368 8.218
H -0.590 2.469 -0.086
H -6.197 2.005 4.252
H 3.281 -1.913 7.367
H -6.690 3.087 3.008
H 2.552 4.426 -7.025
H -3.342 -2.230 6.621
H -4.388 -1.006 -2.835
H -1.673 6.215 -1.688
H -5.709 0.449 -0.340
H 0.307 -3.739 -1.420
H -2.127 -5.590 4.623
H -8.686 1.346 2.706
H -8.459 1.343 1.015
H -5.763 -0.801 3.777
H -0.939 5.520 -4.017
H 4.020 -0.071 -8.318
H 6.100 0.577 2.449
H -0.442 -1.628 3.979
H 3.573 1.500 2.968
H -4.307 -3.736 2.777
H -8.454 -0.171 1.870
H 7.110 0.668 3.971
H -6.203 -1.644 2.265
H 6.220 -3.160 -2.122
H -2.437 -2.893 -3.123
H -2.663 -3.880 2.115
H -1.948 4.594 0.088
H -0.223 -3.400 3.450
H -0.134 -2.897 5.166
H -2.800 -0.826 5.457
H 3.527 2.443 -8.157
H 1.137 5.189 -5.278
H 6.119 -0.005 5.933
H 5.010 -1.507 7.712
H 3.896 -2.759 -2.571
H 7.747 -1.209 -1.688
H -4.912 2.748 3.289
H -2.145 -4.834 6.169
H 2.886 -1.593 -6.653
H -3.934 -1.272 -4.656
H 6.271 2.209 3.146
H -3.917 0.317 -3.999
H -3.643 -5.231 5.408


103
Properties=species:S:1:pos:R:3 method="wB97M-V/def2-TZVPD" spin_multiplicity=6 lumo_energy_ev="-0.3 / -0.9" energy_ha=-6122.2370 homo_lumo_gap_ev="7.462 / 6.785" homo_ev="-7.78 / -7.68"
Se -1.485 -1.420 -0.195
Fe 0.471 -0.194 -2.024
S 1.901 0.693 0.044
O 1.503 0.869 -3.365
O 1.235 -1.822 -1.500
O -0.910 1.084 -1.766
O 0.631 2.314 -4.885
N 2.112 3.306 0.628
N 2.467 2.849 -1.471
N -0.334 -0.903 -3.961
C 0.121 -2.147 0.572
C -0.497 0.291 -4.487
C -2.201 -4.002 -3.562
C -2.471 5.091 -0.816
C 1.244 -3.192 2.429
C -1.767 2.720 -0.244
C -2.556 -1.482 -4.718
C 2.563 -4.245 4.325
C -3.648 1.605 4.022
C -2.100 2.035 2.094
C -1.351 -1.813 -4.059
C 0.122 -4.651 4.127
C 0.123 -2.586 1.885
C 4.664 -4.058 0.109
C -1.560 0.403 0.410
C -2.073 2.999 1.086
C -1.391 1.400 -0.563
C -3.409 -3.681 -4.218
C -2.397 2.364 3.558
C -1.924 3.765 -1.352
C -1.656 0.708 -5.165
C -2.682 -0.181 -5.270
C 4.226 -1.964 -1.131
C -0.598 4.064 -2.055
C 0.661 1.276 -4.258
C 0.977 -2.390 4.779
C 3.144 -4.119 -1.843
C -2.637 3.858 3.780
C 2.807 4.264 -1.387
C 2.371 -2.987 0.253
C -2.937 3.235 -2.383
C 1.236 -3.621 3.897
C -3.583 -2.450 -4.784
C -1.898 0.716 1.714
C 1.243 -2.312 -0.258
C 2.404 4.618 0.064
C 3.585 -3.270 -0.638
C -1.187 -3.089 -3.482
C -1.200 1.935 4.419
C 2.142 2.331 -0.290
C 2.333 -3.393 1.583
H -1.794 5.551 -0.092
H -3.610 0.091 -5.759
H -2.836 4.041 4.838
H -1.694 1.716 -5.549
H -3.869 1.844 5.065
H 0.089 -4.946 5.179
H 0.294 -5.545 3.524
H 2.598 2.257 -2.280
H -0.987 0.871 4.305
H 5.133 -2.195 -1.696
H -2.586 5.789 -1.647
H 5.499 -4.240 -0.569
H 4.011 -4.367 -2.460
H 5.050 -3.507 0.969
H 1.740 -1.627 4.608
H -4.512 1.880 3.414
H -0.300 2.486 4.133
H 3.875 4.409 -1.558
H 3.205 5.117 0.606
H 2.509 -4.527 5.379
H 2.427 -3.582 -2.460
H 0.995 -2.669 5.835
H -0.765 4.752 -2.889
H -4.199 -4.418 -4.269
H 4.297 -5.028 0.453
H 3.393 -3.544 4.210
H -2.329 4.015 1.345
H -3.497 4.218 3.212
H 3.202 -3.891 1.984
H -2.605 2.290 -2.811
H 4.501 -1.327 -0.287
H 3.553 -1.401 -1.772
H -3.514 0.525 3.949
H -0.857 -4.250 3.860
H -1.765 4.453 3.499
H -3.056 3.959 -3.193
H 0.087 4.547 -1.358
H 1.727 3.133 1.540
H 2.251 4.849 -2.118
H -0.772 -2.446 2.480
H -0.256 -3.301 -2.971
H -4.508 -2.198 -5.290
H -2.081 -4.980 -3.116
H -0.124 3.167 -2.448
H 0.004 -1.944 4.567
H 1.519 5.255 0.093
H -2.002 -0.086 2.435
H 2.791 -5.145 3.752
H -3.912 3.083 -1.914
H -3.448 4.969 -0.344
H 2.689 -5.054 -1.506
H -1.398 2.132 5.475


113
Properties=species:S:1:pos:R:3 method="wB97M-V/def2-TZVPD" spin_multiplicity=2 de_lowest_kj_mol=0.0 total_charge=-1 lumo_energy_ev="1.1 / 0.9" energy_ha=-7625.1644 homo_lumo_gap_ev="6.302 / 6.208" homo_ev="-5.15 / -5.27"
Ge 0.185 -4.849 4.577
Cl -0.047 -5.817 2.412
Cl -2.072 -4.896 5.001
Cl 0.682 -6.802 5.628
S 4.985 1.618 3.922
S -2.561 -0.760 4.587
S 2.524 0.591 2.596
P -3.743 -1.683 -0.220
P -0.689 -0.533 -2.205
Na 0.604 -0.840 0.843
O -1.302 0.506 0.779
O 2.674 -0.300 0.289
N -2.641 0.977 -3.210
N -2.136 2.344 1.825
N -0.527 -1.296 3.155
N -4.863 0.071 -1.876
N 0.239 -3.468 0.415
N 4.795 -0.837 3.029
N 4.130 -1.973 2.646
C 4.485 0.516 -1.026
C 6.020 -1.622 -0.143
C 1.679 0.381 -3.000
C 3.918 -0.393 -0.115
C -5.772 -0.174 0.975
C 7.579 3.701 -0.131
C 5.765 0.327 -1.515
C -0.087 1.038 -4.610
C -4.980 1.087 -2.768
C 8.290 1.638 0.856
C -0.720 -1.860 -3.482
C -2.503 0.005 -2.341
C 0.068 2.136 -2.341
C 4.743 -1.440 0.361
C -1.178 2.314 2.915
C -5.459 -2.553 1.645
C -3.134 3.388 1.838
C 7.195 1.660 1.710
C -6.636 -2.026 -0.480
C 6.489 3.724 0.723
C -1.011 -0.586 5.293
C 4.166 -2.310 1.422
C -6.333 2.715 -3.901
C -0.055 -0.919 4.389
C -3.692 -0.456 -1.616
C -6.239 1.681 -3.013
C -5.501 -1.585 0.444
C 5.103 2.831 2.593
C 0.212 0.830 -3.127
C -0.563 -3.042 -0.323
C 8.493 2.657 -0.060
C -1.821 -1.274 3.135
C -3.961 2.627 -4.350
C 4.144 0.259 3.101
C -5.184 3.193 -4.574
C 3.556 -3.614 1.015
C 6.291 2.712 1.661
C 6.535 -0.751 -1.094
C -2.103 1.423 0.850
C -3.847 1.556 -3.435
C -3.825 -3.220 -1.228
H 9.348 2.634 -0.725
H -0.953 2.517 -2.367
H -3.067 2.974 -4.853
H 7.717 4.499 -0.851
H -3.743 3.324 2.743
H 7.539 -0.889 -1.474
H -6.681 -1.426 -1.385
H -0.554 3.210 2.899
H 0.727 2.893 -2.776
H 1.952 0.171 -1.966
H -7.102 1.298 -2.482
H -2.663 4.373 1.806
H 1.891 -0.509 -3.596
H -5.282 4.013 -5.273
H -2.391 -1.543 2.258
H -1.354 -1.608 -4.333
H -6.739 -0.161 1.486
H 7.035 0.853 2.413
H 0.071 0.120 -5.179
H -1.704 2.260 3.870
H -7.292 3.177 -4.095
H -6.531 -3.076 -0.760
H 0.364 -4.186 1.174
H -5.257 -3.580 1.336
H 6.627 -2.440 0.230
H -5.020 0.132 1.699
H -5.801 0.564 0.172
H -4.704 -2.278 2.384
H -7.588 -1.927 0.052
H 4.161 2.801 2.039
H -4.005 -4.072 -0.573
H 2.817 -3.447 0.230
H 3.886 1.358 -1.350
H 0.366 1.994 -1.298
H 0.607 1.787 -5.006
H -4.604 -3.170 -1.989
H 5.150 3.801 3.093
H 5.779 4.543 0.668
H 0.298 -2.026 -3.836
H -2.859 -3.371 -1.709
H 6.175 1.036 -2.224
H 2.329 1.180 -3.369
H 4.327 -4.267 0.596
H -3.786 3.285 0.971
H -0.545 1.437 2.815
H -1.070 -2.785 -3.026
H -0.880 -0.284 6.317
H 8.984 0.808 0.905
H -6.433 -2.546 2.143
H -1.105 1.382 -4.780
H 1.010 -0.911 4.563
H -2.899 1.559 0.099
H 3.089 -4.106 1.867